One molecule with the formula C9H11N3 in a non-equilibrium geometry, computed with ωB97M-V with the def2-TZVPD basis set.

Results
E_HOMO = -8.66 eV
Total charge = 0
SMILES = [H]\N=C/C=C\C=C(\C)n1ccnc1
Relative energy (zero: lowest compared OMol25 entry of this formula, charge and spin) = 342.2 kJ/mol

Bonds (Å) are listed after each position.
Cartesian coordinates (Å):
1 H -1.98859 -1.81615 -1.77767  N2 1.047
2 N -2.53110 -1.06858 -2.26992  H1 1.047, C3 1.257
3 C -1.77513 -0.25675 -2.86133  N2 1.257, C4 1.425, H14 1.030
4 C -0.35352 -0.33990 -2.81149  C3 1.425, C5 1.359, H15 1.126
5 C 0.29287 0.08298 -1.69300  C4 1.359, C6 1.471, H16 1.048
6 C -0.50989 0.32931 -0.48571  C5 1.471, C7 1.343, H17 1.051
7 C -0.14237 0.19501 0.79867  C6 1.343, C8 1.449, N9 1.376
8 C -1.11582 0.52530 1.82025  C7 1.449, H18 1.114, H19 1.069, H20 1.008
9 N 1.05370 -0.38149 1.15870  C7 1.376, C10 1.374, C13 1.353
10 C 2.29919 0.02293 0.74174  N9 1.374, C11 1.383, H21 1.007
11 C 3.15986 -0.87208 1.35143  C10 1.383, N12 1.365, H22 1.144
12 N 2.51016 -1.66468 2.25282  C11 1.365, C13 1.319
13 C 1.23799 -1.38883 2.04233  N9 1.353, N12 1.319, H23 1.056
14 H -2.10849 0.59731 -3.33143  C3 1.030
15 H 0.34462 -0.74749 -3.59555  C4 1.126
16 H 1.32502 0.21290 -1.57030  C5 1.048
17 H -1.45373 0.76922 -0.62992  C6 1.051
18 H -1.71114 -0.31370 2.24879  C8 1.114
19 H -1.83619 1.18546 1.38709  C8 1.069
20 H -0.60314 0.97624 2.56231  C8 1.008
21 H 2.46735 0.75891 0.07583  C10 1.007
22 H 4.28928 -0.99224 1.21656  C11 1.144
23 H 0.46314 -1.88365 2.56184  C13 1.056

Atomic partial charges in e from the Mulliken method, atoms 1 to 2: 0.30, -0.53